Entry from the Open Molecules 2025 dataset: a single C6H10 molecule (ωB97M-V/def2-TZVPD).

```
16
C6H10, DFT ωB97M-V/def2-TZVPD
C 2.30516 0.36848 0.01551
C 1.66593 -1.02007 0.22143
C 0.41796 -0.92867 0.98503
C -0.76100 -0.68635 1.04831
C -2.05595 -0.23670 0.53660
C -1.78496 0.98933 -0.35208
H 1.60274 1.16206 0.29201
H 3.20695 0.49133 0.61900
H 2.57131 0.51330 -1.03610
H 1.31416 -1.40062 -0.74451
H 2.37320 -1.75762 0.60332
H -2.78260 -0.01319 1.31980
H -2.46606 -1.04958 -0.07665
H -1.09330 0.72631 -1.16136
H -2.70557 1.37228 -0.80028
H -1.31542 1.78872 0.23108
```

Calculated values
**Relative energy (zero: lowest compared OMol25 entry of this formula, charge and spin)**: 188.5 kJ/mol
**SMILES**: CCC#CCC
**Net charge**: 0
**Orbital gap**: 10.35 eV

Entry from the Open Molecules 2025 dataset: 2 unconnected molecules or ions with the total composition C5H12O (ωB97M-V/def2-TZVPD).

```
18
C5H12O, DFT ωB97M-V/def2-TZVPD
C -2.54087 0.34351 -0.42096
C -1.02980 0.28074 -0.63167
C -0.24753 0.22774 0.67363
C 1.49311 -1.42182 0.56556
O 2.45794 -0.56242 0.66448
C 2.35907 0.56029 -0.10414
H -2.89877 -0.53684 0.12671
H -3.07853 0.38677 -1.37389
H -2.81746 1.22930 0.16236
H -0.69786 1.15270 -1.21097
H -0.79241 -0.59692 -1.25380
H -0.43555 1.12234 1.28056
H -0.60622 -0.60220 1.28887
H 1.48770 -2.19007 1.33179
H 1.05030 -1.63038 -0.40687
H 3.17720 1.24458 0.11185
H 0.93423 0.63467 0.36290
H 2.18548 0.35802 -1.16642
```

Calculated values
**Relative energy (zero: lowest compared OMol25 entry of this formula, charge and spin)**: 483.3 kJ/mol
**Net charge**: 0
**Orbital gap (alpha / beta)**: 8.37 / 8.37 eV

Entry from the Open Molecules 2025 dataset: 2 unconnected molecules or ions with the total composition C10H17NP at a distorted geometry (ωB97M-V/def2-TZVPD).

```
29
C10H17NP, DFT ωB97M-V/def2-TZVPD
C -3.37763 0.36092 2.58389
C -2.44276 1.19456 1.97962
C -3.25397 -0.97079 2.18793
C -1.55088 0.82638 1.04814
C -2.31716 -1.39229 1.18610
C -1.45995 -0.49602 0.50822
C 3.12148 2.73701 -0.45242
C 3.77753 0.53815 -0.73406
C -0.86149 -0.70573 -2.57607
C 0.83668 -2.19010 -0.61348
N 2.78792 1.56786 -0.41956
P -0.22597 -0.66949 -0.81111
H -4.12213 0.68239 3.33415
H -2.37265 2.25489 2.23965
H -3.91144 -1.65949 2.65993
H -0.98777 1.71674 0.73146
H -2.32346 -2.43339 1.13359
H 0.35393 0.54893 -0.74980
H 2.17739 3.41273 -0.38656
H 4.19426 3.26367 -0.28510
H 3.47330 -0.36591 -0.24884
H 3.72297 0.47812 -1.83466
H 4.64057 0.72220 -0.18120
H -0.99256 0.31814 -2.88421
H -1.75493 -1.30122 -2.84713
H -0.07573 -0.96120 -3.23808
H 1.48453 -2.43527 -1.41566
H 0.00387 -2.88488 -0.21279
H 1.45607 -2.15691 0.29806
```

Calculated values
**Relative energy (zero: lowest compared OMol25 entry of this formula, charge and spin)**: 174.9 kJ/mol
**Net charge**: +1
**Orbital gap**: 9.04 eV

Entry from the Open Molecules 2025 dataset: a molecular structure, C9H19MnN13S at a distorted geometry (ωB97M-V/def2-TZVPD).

```
43
C9H19MnN13S, DFT ωB97M-V/def2-TZVPD
Mn -0.04426 1.10400 -0.21772
N 2.44182 1.00571 2.12005
C 2.76151 0.99399 0.79504
N 3.94277 1.02197 0.23850
N 3.71219 1.04814 -1.09493
N 2.45091 1.02753 -1.35890
N 1.81278 0.98111 -0.15691
C 1.14343 1.03192 2.52109
N 0.70028 1.04905 3.74860
N -0.65320 1.06978 3.65482
N -1.04430 1.06086 2.43932
N 0.09233 1.04372 1.66535
H 3.17347 1.00938 2.81879
N -2.10417 1.40835 -0.14144
C -2.72887 2.48013 -0.98063
C -2.15490 3.84863 -0.66968
C -0.74662 4.03300 -1.19987
N 0.24302 3.20156 -0.44505
H -2.56844 0.52924 -0.36183
H -2.31324 1.57094 0.84977
H -3.80317 2.47536 -0.80226
H -2.56757 2.22888 -2.03010
H -2.18037 4.03242 0.41059
H -2.79336 4.60138 -1.13159
H -0.45284 5.07933 -1.12319
H -0.68714 3.75355 -2.25204
H 0.35788 3.60159 0.48509
H 1.14974 3.30063 -0.90190
S -0.43517 -0.86232 -1.14721
C 0.03475 -2.51022 -0.77027
N -0.07613 -3.38266 -1.74327
C 0.13743 -4.83475 -1.54346
C -0.09178 -5.17330 -0.08119
C 0.74805 -4.25303 0.78813
N 0.42813 -2.85268 0.43714
H -0.32710 -3.05379 -2.66455
H 1.14975 -5.08792 -1.85754
H -0.56053 -5.36199 -2.18867
H 0.17710 -6.21098 0.10249
H -1.14785 -5.05099 0.16695
H 1.81299 -4.42302 0.62686
H 0.53658 -4.39070 1.84474
H 0.47407 -2.14381 1.15087
```

Calculated values
**2S+1**: 4
**Net charge**: +2
**Orbital gap (alpha / beta)**: 4.45 / 6.95 eV

Entry from the Open Molecules 2025 dataset: 3 unconnected molecules or ions with the total composition C5H6N3O4 at a distorted geometry (ωB97M-V/def2-TZVPD).

```
18
C5H6N3O4, DFT ωB97M-V/def2-TZVPD
C -1.03402 -1.74096 3.04505
C 0.05002 -0.04078 -0.71070
C 2.41010 1.41135 -0.19299
C -0.14859 -1.28528 -0.14483
C 2.51441 0.30735 0.66704
N -0.98618 -2.61014 3.87019
N 1.46729 0.40844 -0.24113
N -1.43758 -0.93130 2.28136
O 0.57204 3.43757 -3.20075
O -0.49281 0.80722 -1.37348
O 2.75753 2.29850 -0.90264
O 2.89246 -0.45513 1.49678
H -1.03520 -0.92797 1.27476
H -0.96411 -1.95901 -0.41146
H 0.72760 -1.85506 0.42023
H -0.12248 -2.88959 4.30169
H 0.04905 2.88182 -2.67127
H 1.54947 3.29872 -3.28270
```

Calculated values
**Relative energy (zero: lowest compared OMol25 entry of this formula, charge and spin)**: 150.5 kJ/mol
**Net charge**: -1
**Orbital gap**: 8.01 eV

Entry from the Open Molecules 2025 dataset: 7 unconnected molecules or ions with the total composition C38H102N15O9P5 at a distorted geometry (ωB97M-V/def2-TZVPD).

```
169
C38H102N15O9P5, DFT ωB97M-V/def2-TZVPD
O 6.50875 0.55562 4.65184
P 5.96316 0.13960 3.34607
N 4.55783 -0.75865 3.40879
C 3.39425 -0.06729 3.98112
C 4.71471 -2.12300 3.93405
N 7.06061 -0.76333 2.48956
C 6.79957 -1.47145 1.24969
C 8.46445 -0.53235 2.80239
N 5.52076 1.42673 2.38491
C 5.88556 2.80242 2.71620
C 4.94863 1.21242 1.08478
H 3.31612 0.89516 3.47579
H 3.48888 0.08065 5.05966
H 2.49900 -0.62721 3.71862
H 5.33742 -2.75503 3.29981
H 3.75718 -2.60789 4.09893
H 5.22181 -2.06651 4.90750
H 6.93556 -0.82008 0.37572
H 7.47598 -2.32130 1.16168
H 5.78276 -1.86096 1.29539
H 8.77986 0.41234 2.32585
H 8.61246 -0.32726 3.86029
H 9.06834 -1.36499 2.45187
H 6.96461 2.95546 2.76710
H 5.51641 3.44608 1.91489
H 5.38037 3.11782 3.62947
H 4.11508 1.91066 0.97389
H 4.59612 0.18875 0.99701
H 5.65150 1.32885 0.24749
O -4.90129 2.79731 1.48275
P -6.03448 2.25036 0.73848
N -6.42314 0.68707 1.17204
C -7.59249 0.02043 0.62087
C -5.38942 -0.18050 1.68495
N -5.69181 2.19060 -0.89080
C -4.35359 1.71369 -1.28711
C -6.68183 2.25422 -1.94783
N -7.47010 3.02212 0.81089
C -8.33715 2.91777 1.97946
C -7.64654 4.28568 0.10977
H -7.58476 0.04134 -0.47244
H -8.50257 0.45034 1.03064
H -7.55305 -1.02837 0.91413
H -4.50339 0.38021 1.97691
H -5.06735 -0.93756 0.95545
H -5.72255 -0.73360 2.57178
H -4.20259 0.68596 -0.95036
H -4.27086 1.77326 -2.36671
H -3.65924 2.42321 -0.83985
H -6.58065 3.17242 -2.54672
H -6.52693 1.44912 -2.67573
H -7.68661 2.20137 -1.54019
H -7.93113 3.53255 2.79220
H -9.36030 3.20400 1.75189
H -8.29064 1.89609 2.35397
H -6.93772 4.38047 -0.70523
H -7.54230 5.12761 0.80154
H -8.66334 4.31619 -0.29343
O -2.17102 1.38501 -4.01834
P -2.73627 1.82726 -5.30342
N -4.11689 0.96561 -5.62606
C -4.93365 1.17542 -6.79937
C -4.49697 -0.12622 -4.74709
N -1.64812 1.59657 -6.55230
C -0.77865 0.42210 -6.42972
C -1.95452 2.02100 -7.89585
N -3.17622 3.40792 -5.48589
C -4.39840 3.85631 -4.82753
C -2.20299 4.43996 -5.77517
H -4.93013 0.30031 -7.46255
H -4.62762 2.03965 -7.38013
H -5.98661 1.32136 -6.52025
H -4.61846 0.24391 -3.73124
H -3.73289 -0.90956 -4.71903
H -5.40057 -0.60773 -5.11760
H 0.19793 0.65982 -6.85259
H -0.64543 0.19261 -5.37654
H -1.24532 -0.42407 -6.94653
H -1.04729 2.27482 -8.45600
H -2.50298 1.27833 -8.49757
H -2.56767 2.91933 -7.91203
H -4.16212 4.49507 -3.96928
H -4.97954 4.48171 -5.51772
H -5.04692 3.04485 -4.51177
H -2.04497 4.62799 -6.84199
H -1.22967 4.19681 -5.34318
H -2.51255 5.39940 -5.35821
O 0.44447 1.37840 3.34950
P -0.33273 2.60296 3.09012
N -0.22062 3.18943 1.55473
C -1.20237 2.73811 0.54808
C 1.10977 3.30483 1.00533
N 0.10433 3.86500 4.07762
C 0.36771 5.21137 3.56178
C 0.27638 3.62255 5.48456
N -1.92965 2.39672 3.41018
C -2.37477 1.19818 4.12289
C -2.80375 3.55711 3.47330
H -1.23435 3.52518 -0.20689
H -2.17424 2.65222 1.02688
H -0.87279 1.79768 0.10197
H 1.79108 3.79219 1.70272
H 1.07696 3.89023 0.08225
H 1.55538 2.33693 0.73344
H 0.42660 5.93698 4.37045
H 1.34051 5.24165 3.05545
H -0.39566 5.52596 2.85118
H 0.54991 4.53216 6.02049
H -0.62389 3.24394 5.98393
H 1.09792 2.92480 5.68304
H -3.18911 0.73931 3.55840
H -1.54735 0.49371 4.16792
H -2.69203 1.47900 5.12978
H -2.52929 4.23117 4.29747
H -3.84302 3.27504 3.61257
H -2.76023 4.07597 2.51449
O 0.93362 -1.96415 -2.73409
P 0.45039 -2.36279 -1.39647
N -0.74905 -1.35393 -0.84787
C -1.11282 -1.18724 0.55164
C -1.69555 -0.87633 -1.84365
N 1.55895 -2.28748 -0.16613
C 2.10204 -0.96071 0.12359
C 2.52013 -3.36504 -0.06660
N -0.09100 -3.92735 -1.42378
C -0.45149 -4.53045 -2.70663
C -0.70397 -4.51067 -0.24228
H -2.18711 -1.38168 0.66188
H -0.87481 -0.17749 0.89101
H -0.61588 -1.90429 1.19974
H -2.06991 0.08936 -1.50038
H -2.57128 -1.53895 -1.95154
H -1.22057 -0.77050 -2.81185
H 1.42036 -0.21946 -0.29844
H 2.00153 -0.78901 1.20292
H 3.13119 -0.81410 -0.19095
H 2.87764 -3.54736 0.95297
H 1.99779 -4.29162 -0.33011
H 3.38280 -3.31875 -0.73889
H 0.40063 -4.45738 -3.37960
H -0.72870 -5.57944 -2.61376
H -1.29381 -3.99334 -3.15785
H -0.27561 -4.08896 0.66651
H -0.64166 -5.59757 -0.26477
H -1.77485 -4.24581 -0.19223
O 6.53352 -4.60639 1.24769
C 6.90671 -4.78898 0.12784
O 6.05279 -4.81578 -0.91366
C 6.71027 -4.88016 -2.17192
C 8.22415 -4.65143 -1.86595
C 8.33904 -4.88589 -0.37333
H 6.36772 -4.06329 -2.80021
H 6.52584 -5.83185 -2.66460
H 8.43438 -3.62372 -2.16000
H 8.83134 -5.30336 -2.48974
H 8.93696 -4.15144 0.15945
H 8.72616 -5.88327 -0.15916
O 3.50401 -4.81419 5.37744
C 3.36482 -5.29148 4.29274
O 2.23022 -5.17079 3.57313
C 2.23011 -6.04472 2.43163
C 3.74505 -6.35495 2.18348
C 4.39656 -6.12887 3.55485
H 1.79784 -5.57356 1.56343
H 1.87022 -7.01683 2.77193
H 4.03198 -5.66537 1.39603
H 3.85800 -7.37736 1.82529
H 5.33214 -5.61127 3.37671
H 4.40264 -7.07559 4.09415
```

Calculated values
**SMILES**: CN(C)P(=O)(N(C)C)N(C)C.CN(C)P(=O)(N(C)C)N(C)C.CN(C)P(=O)(N(C)C)N(C)C.CN(C)P(=O)(N(C)C)N(C)C.CN(C)P(=O)(N(C)C)N(C)C.O=C1CCCO1.O=C1CCCO1
**Net charge**: 0
**Orbital gap**: 8.28 eV

Entry from the Open Molecules 2025 dataset: a gas-phase ion, C25H34ClN4O (charge +1) (ωB97M-V/def2-TZVPD).

```
65
C25H34ClN4O, DFT ωB97M-V/def2-TZVPD
C -6.63055 -1.22138 -2.31332
C -6.40786 -0.04435 -1.41238
C -7.20163 1.08513 -1.55983
C -7.09383 2.17552 -0.71668
C -6.17390 2.12730 0.31534
C -5.35404 1.02357 0.47788
C -5.44912 -0.06050 -0.38979
N -4.63414 -1.20526 -0.23547
C -3.68038 -1.51199 -1.26907
H -4.03722 -1.13250 -2.22417
C -2.30419 -0.89259 -0.97195
N -1.82111 -1.40954 0.32422
C -0.39882 -1.14203 0.60395
H 0.01980 -0.40081 -0.07780
H -0.28123 -0.79788 1.63238
C 0.29009 -2.51381 0.42955
O -0.46728 -3.46978 0.26066
N 1.60750 -2.64423 0.44305
C 2.69256 -1.74517 0.54754
C 3.91176 -2.19613 0.04130
C 5.03920 -1.40760 0.11862
C 4.98498 -0.14701 0.70510
C 3.77034 0.29362 1.21198
C 2.63192 -0.49217 1.14388
H 1.72591 -0.12022 1.58986
H 3.70700 1.26356 1.68246
C 6.23020 0.68966 0.82421
N 7.17467 0.36225 -0.22312
C 6.83799 0.94448 -1.51194
C 7.16047 2.43988 -1.61821
C 8.63034 2.68010 -1.28152
C 8.95020 2.08962 0.08964
C 8.56732 0.60663 0.10664
H 8.77589 0.16510 1.08409
H 9.16795 0.07498 -0.63828
H 10.01300 2.19402 0.30974
H 8.39263 2.62389 0.86260
H 8.85077 3.74895 -1.29574
H 9.25648 2.19745 -2.03553
H 6.93994 2.78512 -2.62911
H 6.53017 3.00705 -0.92895
H 5.77553 0.76769 -1.70160
H 7.41293 0.40250 -2.26921
H 5.94796 1.75418 0.85392
H 6.69554 0.45362 1.78775
H 5.98230 -1.75345 -0.27246
H 3.97101 -3.17491 -0.41209
H 1.90638 -3.60164 0.27145
C -2.75748 -1.02883 1.39819
C -4.15549 -1.58521 1.06469
H -4.86892 -1.26262 1.82254
H -4.10001 -2.68146 1.09646
H -2.41514 -1.45101 2.34432
H -2.77090 0.06094 1.47146
H -1.78649 -2.48745 0.25300
H -1.59513 -1.16528 -1.75458
H -2.38498 0.19614 -0.91302
H -3.56755 -2.60089 -1.34539
H -4.65953 1.02633 1.30179
Cl -6.02253 3.45309 1.41598
H -7.72568 3.03852 -0.84656
H -7.93989 1.10190 -2.34700
H -6.08721 -1.11233 -3.25222
H -7.68650 -1.29718 -2.55939
H -6.31724 -2.14306 -1.83099
```

Calculated values
**Relative energy (zero: lowest compared OMol25 entry of this formula, charge and spin)**: 27.8 kJ/mol
**SMILES**: Cc1ccc(Cl)cc1N1CC[NH+](CC(=O)Nc2ccc(CN3CCCCC3)cc2)CC1
**Net charge**: +1
**Orbital gap**: 7.99 eV

Entry from the Open Molecules 2025 dataset: a single C19H26N2O2S molecule (ωB97M-V/def2-TZVPD).

```
50
C19H26N2O2S, DFT ωB97M-V/def2-TZVPD
C 4.63674 -5.76519 -0.05011
C 3.31695 -5.09442 -0.03301
N 2.73981 -4.61922 1.00660
C 1.53258 -4.07127 0.72852
C 1.14899 -4.11391 -0.57511
S 2.38263 -4.89205 -1.51391
C -0.11615 -3.61622 -1.18893
N -0.59397 -2.43966 -0.49025
C -1.97453 -2.13232 -0.80275
C -2.47231 -1.01406 0.10802
H -3.50951 -0.78145 -0.14199
H -2.44517 -1.39332 1.13107
C -1.61988 0.26626 0.03882
C -0.14273 -0.12682 0.17037
C 0.24019 -1.28008 -0.75029
H 1.27961 -1.55655 -0.55724
H 0.16412 -0.96051 -1.80390
H 0.48920 0.72592 -0.08075
H 0.05478 -0.42660 1.20120
C -2.05914 1.14754 1.23039
C -1.25417 2.41077 1.53641
H -1.50511 2.73932 2.55400
O -1.60647 3.43346 0.62135
C -1.11343 4.69511 0.81172
C -0.24383 5.06423 1.82940
C 0.18239 6.37986 1.92173
C -0.24419 7.32835 1.01211
C -1.10690 6.95636 -0.00754
C -1.53942 5.65105 -0.11053
H -2.21003 5.34450 -0.89812
H -1.44419 7.68799 -0.72628
H 0.09328 8.35016 1.09351
H 0.85771 6.65794 2.71743
H 0.11015 4.34397 2.55003
H -0.17636 2.21453 1.48984
H -3.09907 1.44708 1.07927
H -2.01942 0.53148 2.13145
C -1.88255 0.97662 -1.31011
O -0.95458 1.97144 -1.63995
H -1.06696 2.69172 -1.00150
H -1.82395 0.25108 -2.12369
H -2.90406 1.38554 -1.29721
H -2.57807 -3.02651 -0.62124
H -2.09869 -1.85550 -1.86513
H 0.04577 -3.42970 -2.26721
H -0.88195 -4.39687 -1.10218
H 0.95481 -3.63569 1.52175
H 5.31178 -5.26269 -0.74129
H 5.05931 -5.74272 0.95063
H 4.53238 -6.80034 -0.37337
```

Calculated values
**Relative energy (zero: lowest compared OMol25 entry of this formula, charge and spin)**: 133.6 kJ/mol
**SMILES**: Cc1ncc(CN2CCC(CO)(CCOc3ccccc3)CC2)s1
**Net charge**: 0
**Orbital gap**: 9.41 eV

Entry from the Open Molecules 2025 dataset: 5 unconnected molecules or ions with the total composition C5H23N2O4S at a distorted geometry (ωB97M-V/def2-TZVPD).

```
35
C5H23N2O4S, DFT ωB97M-V/def2-TZVPD
N 1.47049 -0.30580 0.49310
C 0.28956 -1.26699 0.20079
C -0.74737 -1.16768 1.28803
S -0.46547 -2.32081 2.68305
C -0.34281 -0.86314 -1.12598
N 0.65378 -0.86419 -2.21209
C 0.28594 0.04878 -3.34056
C -0.28211 1.42770 -3.01162
H 1.04031 0.60751 0.85186
H 1.87399 -0.14816 -0.42419
H 2.15831 -0.69196 1.13311
H 0.70808 -2.31312 0.21093
H -1.74396 -1.46716 0.97470
H -0.91515 -0.13331 1.53038
H -1.20113 -3.32607 2.12995
H -0.57334 0.19811 -0.95981
H -1.23336 -1.43870 -1.31613
H 0.70679 -1.82487 -2.53197
H -0.37038 -0.50689 -4.04349
H 1.24829 0.15151 -3.90269
H 0.46163 2.05055 -2.50145
H -0.55017 1.92143 -3.95211
H -1.15035 1.46962 -2.36089
H -1.75613 3.02186 3.24666
H -1.60716 1.53490 3.62062
O -1.11262 2.35194 3.49512
H -3.75599 2.20194 1.14715
H -3.59779 0.68904 1.14004
O -3.19317 1.49386 1.48074
H 3.56024 -3.13390 0.42373
H 4.19579 -2.06670 -0.36563
O 3.47499 -2.18227 0.27603
H 0.24170 2.10377 2.41067
H 1.34745 2.79785 1.63924
O 0.88112 1.95136 1.67271
```

Calculated values
**Relative energy (zero: lowest compared OMol25 entry of this formula, charge and spin)**: 0.0 kJ/mol
**Net charge**: +1
**Orbital gap**: 10.00 eV